Record 1
Formula: C37H40Cl10N4OPSeV
Source: OMol25
Level of theory: ωB97M-V/def2-TZVPD

Structure (XYZ):
```
95
C37H40Cl10N4OPSeV ωB97M-V/def2-TZVPD
H -0.471 -3.035 0.777
C 0.302 -2.801 -1.219
P 0.821 1.559 2.115
Cl -5.684 4.465 2.459
H 0.925 -3.734 -5.306
H 4.730 -0.289 4.986
H 4.492 -2.031 5.090
H -1.901 -0.652 -0.461
H 1.505 -5.121 -4.392
H 2.665 0.519 -1.136
H -0.159 -4.401 -2.560
Cl -2.464 2.429 -2.443
H -1.278 -0.936 0.991
H 4.174 -3.005 2.392
C 2.943 2.661 0.794
C 0.807 1.693 5.077
C -4.071 -1.691 0.565
H 1.475 2.549 5.126
H 2.561 -2.839 0.600
C -3.324 -0.442 1.005
H 3.413 4.349 2.733
C -0.256 -1.478 -6.121
H -1.598 0.494 4.717
H 3.905 -0.654 -0.764
H -1.715 -2.746 -0.442
C 1.959 3.014 1.912
C 3.184 -0.354 -1.529
H -4.840 -0.849 -1.136
H -0.620 2.519 3.715
H -2.823 -1.495 -2.205
C -0.763 -3.245 -0.254
H -0.939 -4.318 -0.354
C -1.366 -2.240 -5.783
C 2.832 -0.035 3.179
C 0.638 4.192 -1.060
H 2.934 0.768 3.899
H 1.392 0.786 5.234
H -3.874 0.442 0.669
H -5.012 -1.751 1.125
C 1.867 0.088 2.174
C -1.960 -2.089 -4.534
C 2.370 -2.228 -2.962
O -1.981 -1.010 -2.394
N -4.293 -1.670 -0.892
C 2.208 -1.457 -1.817
Cl 0.328 0.640 -2.782
C -0.001 1.622 3.782
H 2.444 2.181 -0.048
C -1.462 -1.176 -3.609
Cl -3.187 2.688 2.874
C 1.508 -3.269 -3.280
H 3.730 -0.069 -2.429
C -2.824 2.716 0.198
H -3.488 -2.582 0.809
C -5.182 4.285 -0.187
C 3.684 -1.117 3.299
C 3.539 -2.125 2.341
C -4.763 3.941 1.095
H 3.713 1.981 1.163
C 1.748 -0.915 1.164
Se 1.530 5.650 -1.594
Cl -2.004 -3.389 -6.896
C -4.457 3.829 -1.284
H 2.057 4.085 3.818
H -0.339 -0.509 3.973
H 0.110 1.771 5.916
V -0.876 1.573 0.080
Cl 1.649 0.359 -5.585
C 2.620 -2.035 1.323
H -1.534 0.311 2.962
C 2.717 3.592 3.105
H -4.836 -2.476 -1.181
C 1.656 -4.052 -4.558
C 0.254 -0.562 -5.199
H 1.294 3.797 1.536
C -3.321 3.061 -1.052
H 5.713 -1.374 4.007
Cl -4.981 4.206 -2.882
C -0.926 0.406 3.859
C -0.347 -0.406 -3.958
N 0.077 3.243 -0.683
Cl 0.500 -1.679 -7.655
N 0.873 -0.815 0.134
H -3.314 -0.390 2.095
C 4.706 -1.210 4.400
N -1.951 -0.346 0.509
C -3.613 3.167 1.247
H 3.308 2.843 3.634
H 2.647 -3.914 -4.992
Cl -6.602 5.238 -0.417
Cl -3.328 -3.041 -4.079
H 3.193 -1.994 -3.632
H 3.412 3.571 0.417
C 1.119 -1.688 -0.949
C 0.497 -3.554 -2.374
```

Computed properties:
- 2S+1 = 4
- HOMO energy (eV) = -4.29
- ΔE to the lowest compared entry with this formula, charge and spin (kcal/mol) = 0.0
- Kohn-Sham gap (hartree) = 0.2235
- charge = -1

Record 2
Formula: C37H40Cl2F6IrN2O2PSb
Source: OMol25
Level of theory: ωB97M-V/def2-TZVPD

Structure (XYZ):
```
92
C37H40Cl2F6IrN2O2PSb ωB97M-V/def2-TZVPD
H -0.363 -4.909 17.465
C -5.850 -2.744 17.865
H -4.782 -2.668 23.682
C -4.897 -3.143 21.565
Ir -0.085 -2.778 20.296
C -1.680 -1.896 25.352
H 1.860 -5.212 24.371
H -2.097 -0.616 23.610
C -0.090 -0.795 18.328
H -2.805 -8.385 19.764
C 2.855 -5.298 23.881
N -1.672 -4.115 19.891
O 0.787 0.012 18.726
F -2.187 -6.588 14.194
H 2.451 -0.869 22.254
C -0.857 -7.348 17.106
H -0.911 -3.117 26.910
H 1.431 -3.209 25.991
Cl 0.960 -1.938 15.999
H 1.497 -7.542 19.743
C 3.122 -4.800 22.565
H 1.211 -6.887 17.355
C -1.033 -6.381 20.512
C 1.956 -4.367 21.900
H -6.446 -1.847 17.812
Sb -2.993 -4.692 14.057
H -5.102 -2.687 17.070
C -5.632 -2.757 20.421
H -2.877 -7.755 17.343
H -0.843 -6.641 16.261
H -1.299 0.739 22.398
H -0.624 -8.386 16.759
H -1.114 -1.731 16.660
C -1.376 -1.208 24.179
C -2.105 -7.352 17.997
C 4.439 -4.827 21.979
C 3.933 -5.800 24.583
H -2.695 -5.396 17.570
C -0.665 -7.800 20.019
F -1.441 -4.079 14.854
C 1.043 -3.803 21.294
O -0.989 -1.571 18.894
H -3.380 -6.049 19.072
H 3.853 -6.118 25.589
C 0.923 -2.078 24.288
F -3.782 -4.990 15.778
H 4.605 -4.468 20.964
H -6.629 -2.303 20.525
C 1.703 -0.243 21.806
H -0.213 -6.024 21.082
F -4.488 -5.516 13.226
H 0.703 -8.855 18.797
H 1.996 -2.188 23.883
C -0.324 -1.024 16.848
C 0.574 -7.836 19.208
H -3.316 -3.167 18.046
C -2.477 -5.961 18.453
H -2.630 -1.763 25.921
C 6.298 -6.712 24.476
C -2.941 -3.726 20.169
C -0.656 -2.619 25.993
H -6.620 -3.554 17.677
F -3.773 -2.946 13.629
C -5.088 -2.905 19.132
C -3.592 -3.670 21.417
C -1.870 -8.300 19.182
H -0.694 0.789 20.742
H -1.611 -9.304 18.791
C 0.317 -6.810 18.018
C 5.196 -6.017 23.927
H -1.970 -0.233 21.163
H -6.279 -1.966 22.944
C 5.450 -5.380 22.685
Cl -0.749 0.513 16.010
C 0.630 -2.709 25.549
N 7.212 -7.288 24.891
C -3.746 -3.251 19.054
C -1.025 0.140 21.524
H 6.445 -5.256 22.313
F -2.184 -4.627 12.341
H -1.960 -6.519 21.054
H 1.587 0.713 22.291
C -1.308 -5.444 19.272
H -6.127 -3.679 23.240
C -5.505 -2.826 22.905
P 0.141 -1.150 21.846
H 0.826 -4.815 18.853
C -0.109 -1.469 23.653
H -3.024 -3.771 22.378
H -0.587 -8.433 20.887
C -0.056 -5.343 18.429
H 1.955 -0.187 20.744
```

Computed properties:
- 2S+1 = 6
- HOMO energy (spin up / spin down) (eV) = -7.12 / -9.56
- Kohn-Sham gap (spin up / spin down) (hartree) = 0.1886 / 0.1793

Computed strongest force on any atom (eV/Å) in order:
0.65, 3.96